No. 1
69
Properties=species:S:1:pos:R:3:forces:R:3 method="wB97M-V/def2-TZVPD" de_lowest_kcal_mol=0.0 max_force_ev_per_a=0.81 lumo_ev=-2.633 homo_lumo_gap_ha=0.2779 charge=+1 energy_ev=-63295.577
Rh 0.363 1.096 -1.319 -0.08 0.76 0.27
N 0.549 0.814 0.741 -0.08 -0.01 0.01
C 1.520 1.782 1.298 0.00 -0.02 0.01
C 1.353 3.139 0.622 0.03 0.03 0.01
N 1.347 3.040 -0.852 -0.11 -0.11 -0.06
C 2.655 3.073 -1.538 -0.01 0.02 0.00
C 3.343 1.719 -1.499 -0.02 -0.01 0.01
N 2.396 0.697 -1.975 -0.03 -0.27 -0.08
H 0.789 -0.146 0.984 0.06 0.02 0.01
H -0.368 0.979 1.143 0.02 -0.01 0.07
H 1.389 1.895 2.376 0.00 0.02 -0.01
H 2.516 1.379 1.138 0.01 -0.01 0.00
H 0.391 3.564 0.917 0.00 0.00 0.00
H 2.138 3.817 0.973 -0.01 0.01 0.00
H 0.771 3.779 -1.234 0.07 0.08 0.07
H 2.446 3.331 -2.577 0.03 0.00 0.00
H 3.310 3.842 -1.120 -0.01 0.00 0.02
H 4.251 1.750 -2.105 -0.03 0.03 -0.04
H 3.646 1.463 -0.486 0.05 -0.01 0.00
H 2.180 0.847 -2.964 0.04 -0.03 -0.01
H 2.777 -0.240 -1.903 0.05 0.03 0.05
O -1.179 1.271 -4.977 -0.02 0.05 -0.04
C -0.937 1.642 -3.862 0.06 0.11 0.08
O 0.241 1.575 -3.277 0.00 -0.21 -0.16
C -2.002 2.345 -2.993 -0.03 -0.02 0.06
P -1.834 1.725 -1.293 0.02 -0.34 -0.13
C -2.464 2.911 -0.094 0.08 0.01 0.03
C -2.563 2.523 1.247 0.00 0.04 0.00
C -2.939 3.439 2.216 0.01 -0.01 0.00
C -3.209 4.754 1.859 0.00 0.01 0.00
C -3.108 5.148 0.534 0.01 0.00 0.00
C -2.736 4.233 -0.441 -0.03 -0.01 0.00
C -2.708 0.158 -1.215 -0.05 0.03 -0.13
C -3.610 -0.233 -0.314 0.04 -0.01 0.04
C -3.826 -1.658 -0.045 -0.01 0.02 0.04
C -2.992 -2.586 -0.518 0.02 -0.03 0.00
C -1.888 -2.277 -1.488 -0.02 0.03 0.09
C -1.905 -0.826 -2.029 0.00 0.00 0.04
H -3.006 2.200 -3.387 0.01 0.00 -0.02
H -1.755 3.408 -3.025 -0.01 0.00 0.01
H -2.378 1.494 1.533 -0.03 -0.01 0.00
H -3.031 3.126 3.247 0.01 0.00 0.00
H -3.506 5.469 2.615 0.00 0.00 0.00
H -3.327 6.170 0.253 0.00 0.00 0.00
H -2.678 4.554 -1.473 0.00 0.00 0.01
H -4.129 0.487 0.309 0.02 0.00 0.01
H -4.621 -1.934 0.636 -0.01 0.00 -0.02
H -3.120 -3.616 -0.206 -0.02 -0.01 -0.03
H -1.874 -3.025 -2.283 0.02 0.00 0.00
H -2.046 -0.708 -3.106 -0.04 0.01 0.00
C 3.610 -6.894 4.371 0.03 -0.04 -0.07
C 2.654 -6.293 3.373 -0.01 -0.06 0.01
O 1.510 -6.625 3.250 -0.02 0.08 0.04
S 3.474 -5.038 2.385 0.02 -0.02 -0.04
C 2.230 -4.231 1.415 0.04 0.06 0.05
C 0.972 -4.729 1.096 0.03 -0.06 -0.07
C 0.102 -3.965 0.332 0.00 -0.03 0.01
C 0.454 -2.708 -0.152 -0.03 0.05 0.09
C 1.738 -2.240 0.148 0.00 -0.01 -0.03
C 2.610 -2.981 0.921 -0.04 0.01 0.02
C -0.490 -1.923 -0.945 0.08 -0.02 -0.17
C -0.493 -0.684 -1.488 -0.05 -0.19 -0.11
H 3.085 -7.658 4.937 0.00 0.01 0.01
H 3.996 -6.124 5.037 -0.01 0.00 0.02
H 4.459 -7.341 3.850 -0.01 0.01 0.01
H 0.673 -5.705 1.439 -0.02 0.02 0.03
H -0.876 -4.369 0.101 0.01 0.00 0.00
H 2.062 -1.285 -0.249 0.00 0.00 -0.01
H 3.600 -2.598 1.140 -0.01 0.01 0.02



No. 2
73
Properties=species:S:1:pos:R:3:forces:R:3 method="wB97M-V/def2-TZVPD" max_force_ev_per_a=2.76 lumo_ev=-1.138 homo_lumo_gap_ha=0.2793 charge=0 energy_ev=-142323.175 smiles="CCNC1=C(Br)C(=O)c2c(CCO[Si](C)(C)C)c(Cc3ccccc3)c(CCSc3nnco3)c([PH2]=O)c2C1=O"
C 4.268 -1.737 3.455 -0.23 0.41 0.41
C 5.255 -1.473 2.307 0.44 -0.24 0.98
N 4.816 -0.473 1.304 -0.89 -0.28 0.65
C 3.511 -0.721 0.831 0.71 0.31 -0.24
C 3.257 -1.690 -0.048 -0.92 -0.01 -0.53
Br 4.588 -2.836 -0.789 -0.59 0.51 0.31
C 1.834 -1.948 -0.484 0.45 -1.45 -0.20
O 1.598 -3.042 -0.967 -0.02 0.82 0.50
C 0.775 -0.883 -0.272 1.08 -0.12 0.27
C -0.413 -0.893 -0.979 -0.55 -0.90 0.03
C -0.685 -1.967 -2.014 0.17 0.52 -0.84
C -0.068 -1.480 -3.368 -0.32 -1.53 0.78
O 1.353 -1.490 -3.358 -0.41 1.41 -0.36
Si 2.101 -0.089 -3.931 1.44 -0.45 -0.12
C 1.219 0.751 -5.368 -0.50 0.32 0.36
C 3.786 -0.661 -4.604 -0.67 0.25 -0.36
C 2.515 1.159 -2.558 -0.03 -0.11 -0.50
C -1.362 0.111 -0.742 -0.87 0.30 -0.51
C -2.694 0.063 -1.506 -0.35 -0.17 0.36
C -3.779 -0.674 -0.710 0.23 0.15 -0.20
C -4.773 0.043 -0.062 0.12 0.92 -0.33
C -5.747 -0.565 0.689 -1.03 -0.24 0.84
C -5.779 -1.940 0.831 0.19 -0.19 -0.17
C -4.810 -2.668 0.170 -0.27 -0.73 0.37
C -3.831 -2.051 -0.577 0.58 -0.60 -0.26
C -1.119 1.144 0.164 0.44 -0.09 -0.14
C -2.110 2.274 0.416 -0.11 -0.41 -0.22
C -2.958 2.154 1.720 0.09 0.88 0.28
S -2.381 0.907 2.914 0.15 -0.25 0.52
C -2.349 1.878 4.381 0.17 0.65 0.55
N -2.960 2.986 4.549 -1.21 1.03 -1.29
N -2.679 3.490 5.793 0.29 -0.42 0.11
C -1.903 2.610 6.320 -0.39 1.13 0.34
O -1.646 1.587 5.509 0.64 -1.54 -0.30
C 0.121 1.147 0.844 -0.55 1.55 0.03
P 0.489 2.513 2.045 0.74 -1.55 2.16
O 0.524 1.999 3.439 -0.43 0.45 0.21
C 1.050 0.141 0.644 0.52 -0.23 0.06
C 2.367 0.117 1.384 0.49 -0.31 0.06
O 2.583 0.709 2.420 -0.11 0.13 -0.87
H 4.021 -0.802 3.978 0.03 -0.16 -0.22
H 4.697 -2.393 4.226 0.08 0.00 -0.40
H 3.314 -2.182 3.143 0.25 0.02 -0.13
H 5.537 -2.435 1.870 -0.09 0.35 -0.38
H 6.163 -1.060 2.768 -0.10 -0.12 -0.30
H 4.819 0.424 1.784 -0.10 -0.04 -0.06
H -0.324 -2.954 -1.729 0.14 0.36 -0.08
H -1.747 -2.082 -2.236 0.22 0.17 0.21
H -0.389 -2.226 -4.112 -0.08 0.52 -0.12
H -0.507 -0.489 -3.557 0.20 -0.17 -0.28
H 0.143 0.901 -5.197 0.23 -0.06 -0.06
H 1.639 1.767 -5.450 0.02 -0.29 -0.09
H 1.336 0.240 -6.329 0.07 0.01 0.24
H 3.692 -0.733 -5.699 0.06 -0.18 0.25
H 4.083 -1.640 -4.217 0.14 0.29 0.05
H 4.537 0.119 -4.428 0.03 -0.37 0.17
H 3.479 1.603 -2.848 -0.28 -0.01 0.01
H 2.700 0.650 -1.606 -0.25 0.21 -0.08
H 1.789 1.979 -2.479 0.06 -0.25 0.32
H -2.566 -0.398 -2.489 -0.02 0.11 0.23
H -3.101 1.059 -1.698 0.35 -0.10 -0.01
H -4.799 1.127 -0.151 0.01 -0.17 -0.12
H -6.519 0.004 1.205 0.25 0.18 -0.21
H -6.518 -2.466 1.427 -0.01 0.29 -0.04
H -4.818 -3.752 0.267 0.10 0.19 -0.12
H -3.098 -2.707 -1.036 -0.04 0.25 0.00
H -2.825 2.388 -0.405 0.27 -0.18 0.10
H -1.524 3.197 0.394 -0.36 -0.07 0.22
H -2.952 3.135 2.214 0.02 -0.37 0.14
H -4.010 1.940 1.532 0.28 -0.05 -0.20
H -1.501 2.735 7.316 0.25 -0.66 -0.23
H -0.494 3.522 2.016 0.39 0.09 -0.83
H 1.776 3.029 1.734 -0.58 0.26 -0.69



No. 3
75
Properties=species:S:1:pos:R:3:forces:R:3 method="wB97M-V/def2-TZVPD" de_lowest_kcal_mol=103.2 max_force_ev_per_a=4.52 lumo_ev="-3.475 / -3.475" homo_lumo_gap_ha="0.2390 / 0.2390" charge=+1 energy_ev=-63905.531
Ir -0.036 1.196 0.152 0.83 0.24 2.10
C 2.503 0.487 3.968 -0.29 -0.12 0.05
C 1.929 0.771 2.622 -0.45 0.00 -0.07
N 0.670 0.668 2.367 -0.94 0.79 -1.78
O -0.140 0.235 3.403 0.25 -0.05 -0.11
C 2.769 1.238 1.542 0.48 -0.21 0.51
C 4.227 1.518 1.730 -0.20 0.06 -0.29
N 2.180 1.404 0.404 -2.99 -0.01 -3.39
O 2.657 1.804 -0.684 1.05 0.01 0.63
H 1.927 -0.284 4.473 0.05 0.00 0.01
H 2.430 1.394 4.569 0.06 0.06 0.08
H 3.545 0.193 3.903 0.04 0.01 -0.02
H -1.040 0.515 3.161 0.09 0.01 -0.18
H 4.368 2.237 2.531 0.12 0.09 0.11
H 4.627 1.929 0.807 0.02 0.02 0.01
H 4.773 0.609 1.974 0.09 -0.07 0.03
C 0.653 8.173 -0.069 -0.04 0.15 0.33
O 0.820 7.692 -1.386 0.08 -0.26 -0.36
C 0.634 6.385 -1.628 -0.21 -0.36 -0.15
C 0.778 5.970 -2.973 0.00 -0.20 -0.32
C 0.597 4.654 -3.311 0.35 0.67 -0.06
C 0.251 3.672 -2.366 -0.28 -0.72 1.03
C 0.067 2.290 -2.721 0.82 1.56 -0.43
C 0.674 1.778 -4.002 -0.49 -0.21 0.01
O -0.556 1.463 -2.017 0.49 -1.38 2.17
C 0.071 4.092 -0.995 0.52 0.56 -1.64
O -0.288 3.325 -0.047 0.28 -1.99 2.17
C 0.292 5.454 -0.676 -0.09 -0.15 0.32
H 0.772 9.252 -0.138 -0.01 -0.06 0.06
H 1.412 7.767 0.608 -0.04 -0.02 -0.09
H -0.342 7.940 0.323 0.06 0.01 -0.08
H 1.026 6.713 -3.716 -0.01 0.00 -0.05
H 0.695 4.375 -4.349 0.08 -0.03 -0.11
H 1.718 2.071 -4.078 0.01 0.12 0.04
H 0.133 2.165 -4.863 0.02 0.07 -0.16
H 0.599 0.693 -4.009 -0.02 0.00 -0.03
H 0.190 5.707 0.366 -0.03 0.08 0.13
N 1.483 -6.021 -0.556 -0.03 0.36 -0.01
C 1.185 -7.326 -0.271 -0.68 -0.38 0.50
C 1.770 -8.535 -0.619 0.17 -0.13 -0.12
C 1.172 -9.682 -0.141 0.15 0.09 -0.12
C 0.023 -9.638 0.660 -0.14 -0.06 0.10
C -0.568 -8.448 1.012 0.07 -0.05 -0.04
C 0.022 -7.274 0.542 0.78 -0.39 -0.50
N -0.344 -5.981 0.729 -0.08 0.80 0.01
C 0.530 -5.254 0.072 -0.07 -0.97 0.18
C 0.420 -3.822 0.008 -0.20 1.12 -0.05
C 1.207 -2.981 -0.786 -0.37 -0.34 0.21
C 0.930 -1.630 -0.812 0.17 0.26 -0.33
N -0.072 -1.063 -0.129 0.65 1.25 0.79
C -0.809 -1.866 0.654 -0.24 0.08 0.20
C -0.597 -3.218 0.760 0.20 -0.11 -0.32
H 2.262 -5.699 -1.104 -0.05 0.00 0.04
H 2.651 -8.579 -1.241 0.11 -0.04 -0.06
H 1.597 -10.643 -0.392 0.03 -0.02 -0.02
H -0.401 -10.570 1.003 -0.05 -0.04 0.04
H -1.453 -8.408 1.624 -0.10 0.01 0.08
H 2.007 -3.373 -1.395 0.09 0.09 -0.06
H 1.529 -0.968 -1.422 0.04 0.14 0.02
H -1.609 -1.398 1.209 0.02 0.13 0.09
H -1.209 -3.843 1.389 -0.12 0.05 0.06
C -4.884 3.066 1.610 0.09 0.34 0.43
N -4.688 1.949 0.713 0.03 -0.51 -0.52
C -3.503 1.361 0.561 -0.16 -0.32 0.27
S -2.219 1.815 1.576 0.73 -0.14 -0.95
N -3.317 0.370 -0.317 0.11 0.03 -0.20
C -4.338 -0.299 -1.089 -0.23 0.16 -0.14
H -5.861 3.508 1.437 -0.03 -0.09 -0.05
H -4.111 3.817 1.438 -0.12 -0.01 -0.04
H -4.804 2.750 2.651 -0.11 0.00 -0.04
H -5.457 1.658 0.131 0.05 0.04 -0.03
H -2.345 0.154 -0.521 -0.36 0.04 0.14
H -4.686 0.299 -1.935 -0.04 0.02 0.03
H -5.182 -0.559 -0.448 -0.02 -0.03 -0.05
H -3.914 -1.219 -1.480 -0.02 -0.04 0.00